Entry 1:
Computed, not measured: C17H55FInN2O21P6 as an isolated structure in a non-equilibrium geometry, with ωB97M-V with the def2-TZVPD basis set.

Computed properties:
Molecular weight = 943.28 g mol⁻¹
Kohn-Sham gap = 3.5 eV
LUMO level = 0.35 eV
Max |F| = 7.6 eV/A
Highest occupied orbital energy = -3.112 eV
Total charge = -1

XYZ file:
```
103
C17H55FInN2O21P6 | the OMol25 dataset | ωB97M-V with the def2-TZVPD basis set
C 3.5154 -0.8395 -6.2956
O 0.6871 -0.9348 4.8608
H -0.9624 7.9460 5.1360
H -2.6191 5.6148 0.5366
H 4.7766 3.2352 3.0175
H 2.6452 -9.4464 -0.4489
H -4.3798 -0.1595 -7.3558
H -6.8112 2.7017 -4.8916
O -2.0258 6.3847 2.3436
C -3.6088 6.1215 4.6318
H -0.0557 -1.5437 -1.5294
O 0.4078 -0.2498 -4.3829
H -1.3603 -8.2389 2.9198
O -0.3889 5.9323 4.8907
C 0.8626 -3.1716 6.8645
H 3.1874 -9.0151 1.1874
H 2.7628 -0.8814 5.1894
H 1.7469 -0.1150 6.4320
P 3.3091 1.8254 0.1157
H -3.6834 6.2409 5.7128
O -1.2103 4.7390 -6.0355
H 0.7767 -2.2177 7.3884
C 2.5222 -8.7392 0.3683
O 1.8668 -2.1273 3.1251
H -1.3874 4.2893 -5.2049
H 1.9146 -3.3994 6.6911
H 0.4386 -3.9530 7.4908
H 0.5045 -0.7280 2.3089
H 0.6889 2.2858 -1.8609
H 2.7711 -7.7397 0.0237
C 1.8612 -0.2912 5.3615
H -0.2268 -2.3245 -3.1130
P 0.7663 -2.4630 4.2664
O 0.3451 -6.9943 -0.6097
H 2.0041 1.7895 -2.9312
O 2.5865 2.5611 -1.1104
H 0.7866 -3.0737 -1.8625
O 2.1996 -0.5048 -5.8196
H 1.5420 0.7660 -1.5579
P -1.2142 5.6504 3.5207
C 1.5007 -1.1260 2.1421
H 1.4250 -8.1974 3.1381
O 0.1082 -3.1306 5.6369
O 1.5958 -2.5636 -4.7831
H -6.1860 1.2463 -5.7555
C 2.6025 -3.4972 -4.3877
H 3.7715 -0.1363 -7.0845
H -4.5206 3.3630 -4.4163
H 4.2666 -0.7667 -5.5088
O 1.6097 -1.3795 -2.7051
O 1.9451 1.3703 0.8874
H -2.6005 -6.9951 2.7085
C -4.6683 2.3172 -4.7121
N -3.7431 4.9137 -7.2159
H -4.5312 1.2086 -8.1898
H 3.6708 4.0009 1.8699
P 1.6932 -0.9858 -4.3132
H 2.1192 -4.3477 -3.9066
H 1.5476 -1.5934 1.1617
C 0.4559 -2.1272 -2.2933
H -4.5530 5.7281 4.2565
H -1.5504 6.8123 6.3787
H 2.2240 -0.3243 2.1915
O 4.0222 0.6949 -0.4982
O 1.1711 -8.8361 0.8321
O -0.5094 4.5162 2.9241
O 1.2811 -6.6143 1.7685
H 3.3189 -3.0637 -3.6874
H -1.0406 -6.5519 3.4127
H -5.8174 2.8327 -6.3920
H 1.1364 3.3141 0.7672
C -5.9857 2.2779 -5.4701
N -3.8474 0.6216 -7.7223
H -3.4325 7.0963 4.1757
C 1.6563 1.7878 -1.9020
C -1.5327 -7.1898 2.6787
H -3.9316 5.9728 1.6779
H 3.5172 -1.8494 -6.7119
H -4.0619 5.2506 -6.3148
O -2.5719 5.1853 4.3314
O -1.0659 -6.8585 1.3539
H -1.6637 0.9186 -5.3920
C 1.7192 -7.1542 3.0154
C 0.9220 2.3367 1.1966
P 0.3031 -7.4738 0.7694
F -4.7368 1.5241 -3.5381
C -0.7159 7.0632 5.7247
H -0.0246 1.9776 0.7955
O 4.1749 1.9866 1.5002
C 3.8938 3.0771 2.4023
H 3.0540 2.8203 3.0499
H 3.1358 -3.8482 -5.2727
H 1.9740 0.6676 4.8561
H -3.6975 5.6928 -7.8561
In -2.9860 1.7705 -6.1420
O -0.3660 -2.8444 3.3916
H -2.9263 4.5277 1.9059
H 0.8314 2.4383 2.2754
C -2.9280 5.5620 1.5770
H 2.8072 -7.0890 3.0538
H 0.1542 7.2855 6.3362
H 1.3000 -6.5659 3.8326
P -2.2551 4.0187 -7.1784
```

Atomic partial charges in e from the Löwdin method, atoms 1 to 4:
1 C -0.113
2 O -0.247
3 H 0.089
4 H 0.099



Entry 2:
Computed, not measured: a 2-piece molecular cluster, C3H11NO overall in a non-equilibrium geometry, with ωB97M-V with the def2-TZVPD basis set.

Computed properties:
Molecular weight = 77.13 g mol⁻¹
Kohn-Sham gap = 10.0 eV
Energy relative to the best compared isomer or geometry (same formula, charge and spin) = 43.1 kcal per mole
LUMO level = 0.82 eV
Max |F| = 4.2 eV/A
SMILES = NCO.CC
Highest occupied orbital energy = -9.138 eV

XYZ file:
```
16
C3H11NO | the OMol25 dataset | ωB97M-V with the def2-TZVPD basis set
H 1.3843 -1.1888 0.4222
H -3.9825 0.5286 -0.3018
C 2.0624 -0.7930 1.1648
H -3.1125 -0.8848 -0.4770
H -1.1426 0.8176 -1.0093
H 3.9602 0.0791 1.3934
C 3.2866 -0.1271 0.6059
H 3.8828 -0.8599 -0.0836
H 3.1300 0.8409 0.1127
O -3.3518 0.2035 -2.3284
H -1.5662 0.6584 0.6471
C -3.1060 0.1583 -0.7971
H -3.0963 1.1792 -2.6017
N -1.9487 0.8095 -0.3431
H 1.5047 0.0779 1.6311
H 2.0956 -1.4995 1.9647
```

Atomic partial charges in e from the Löwdin method, atoms 1 to 4:
1 H 0.051
2 H 0.090
3 C -0.191
4 H 0.099



Entry 3:
Computed, not measured: an isolated ion of composition C28H36N3OS and charge +1 in a non-equilibrium geometry, with ωB97M-V with the def2-TZVPD basis set.

Computed properties:
Molecular weight = 462.68 g mol⁻¹
Kohn-Sham gap = 7.8 eV
LUMO level = -3.05 eV
Max |F| = 5.3 eV/A
Highest occupied orbital energy = -10.883 eV
Total charge = +1

XYZ file:
```
69
C28H36N3OS | the OMol25 dataset | ωB97M-V with the def2-TZVPD basis set
C 0.4483 -1.3818 -3.0844
C 0.9709 -1.4585 -1.6513
C 0.3859 2.9265 -0.1943
H -3.9177 -1.4850 1.4468
C 0.0840 2.0714 3.1459
C -3.4239 -0.9629 2.2636
C -1.6016 3.6016 2.3508
H 2.2718 -2.0913 -4.0204
C 0.8296 -1.4241 -5.4513
C 1.6660 3.4387 0.4696
H 2.1851 -1.2683 -1.6713
C 1.5491 -5.3030 -1.7123
C -1.3652 -0.3332 3.3872
H 0.5542 -1.3222 3.1197
H -2.2895 3.7181 1.5079
N 1.4030 -3.0281 -1.4234
H 2.1595 4.1665 -0.1883
H 0.4621 -0.2001 4.5247
H 1.1162 2.9823 -2.2164
C 0.7616 0.8063 2.7278
H 0.8704 -3.9181 -3.2778
H -0.7821 -0.5399 -0.7724
H 0.8639 -5.9952 -1.2652
C -4.1656 -0.2027 3.1820
H -0.2448 -4.1243 -2.0013
H -0.1860 4.6798 -1.3406
C 0.2606 -0.7507 -0.6189
H 1.4735 -1.6414 -6.3126
H 2.1483 -5.7345 -2.4966
C -2.0298 -1.0427 2.3830
S 2.7153 -4.9081 -0.4261
H 4.1570 -2.3910 -0.0061
H -1.5678 -0.8497 -2.4287
H 2.3679 2.6161 0.6482
H 1.4848 1.4690 -1.3750
C -1.3021 -0.6457 -4.5391
H 1.8537 0.8939 2.8612
H -1.4444 -1.6461 1.6841
H -0.6765 4.7731 0.3455
N -0.6332 2.5655 2.0860
C 0.8294 -4.1093 -2.2078
H -5.2483 -0.1405 3.0934
H -2.3133 -0.2001 -4.6783
O 0.0967 2.5664 4.2660
H -1.1145 4.5631 2.5686
C 3.0957 -2.2714 0.2176
N 0.4664 0.7484 1.2663
H -0.1760 1.7792 -1.9538
H -0.7955 -0.5946 -6.6563
C 0.1513 -0.3692 3.4849
H -1.5635 3.7194 -0.7919
H 1.5587 -0.9672 1.1093
H -2.1810 3.3326 3.2447
C -3.5009 0.4950 4.2040
C -0.4336 -0.8429 -5.6219
C 1.2908 -1.6815 -4.1708
C -2.1143 0.4002 4.3135
C -0.3234 1.9256 0.8072
C -0.5681 4.0827 -0.4988
C 0.8098 -0.3575 0.5578
C 2.3696 -3.2814 -0.5568
C 0.7180 2.2368 -1.5098
H 1.4494 3.9378 1.4228
H -1.2555 1.5687 0.3223
H -1.5850 0.9294 5.1111
H -4.0541 1.1270 4.9020
H 2.9192 -2.4802 1.2733
C -0.8616 -0.9753 -3.2630
H 2.9209 -1.2012 0.0839
```

Atomic partial charges in e from the Löwdin method, atoms 1 to 4:
1 C -0.211
2 C -0.162
3 C -0.526
4 H 0.100



Entry 4:
Computed, not measured: a 13-piece molecular cluster, C52H143N13O13 overall in a non-equilibrium geometry, with ωB97M-V with the def2-TZVPD basis set.

Computed properties:
Molecular weight = 1158.79 g mol⁻¹
Kohn-Sham gap = 8.9 eV
Energy relative to the best compared isomer or geometry (same formula, charge and spin) = 13.3 kcal per mole
LUMO level = 0.49 eV
Max |F| = 2.3 eV/A
Highest occupied orbital energy = -8.418 eV

XYZ file:
```
221
C52H143N13O13 | the OMol25 dataset | ωB97M-V with the def2-TZVPD basis set
H -3.2884 -4.7822 -0.8885
H 7.1713 -0.6114 -2.2277
C 3.1030 -5.6901 3.2202
N 5.0386 -4.7551 2.0673
H 5.9517 -1.1860 9.4207
H -1.9549 1.9286 -9.1953
H -3.8702 -1.1925 5.1485
H 2.0341 -6.5979 5.4424
H -3.5833 1.2882 -4.3785
H -3.7420 2.7242 2.1800
H -5.1532 -0.7482 -2.7801
H 3.9772 5.0481 -5.5696
C -1.7552 -5.2313 0.5670
H -3.4774 1.8096 -0.2173
H -3.4969 -2.4823 -3.2857
O -1.6666 -0.2374 -0.9935
H 0.2116 4.1889 -1.4806
H -2.0655 -0.2246 -3.0254
H -0.9700 -0.7744 5.5639
H 0.4641 -1.7469 -5.0705
C 1.1553 -1.5151 -7.7647
H -0.1625 0.7124 10.5487
H -7.6356 0.7459 -3.9079
H 0.5755 -0.6030 -7.6360
C 0.2747 1.3565 7.4376
H -3.9553 3.5419 4.3081
H 5.6890 -1.2320 -2.4373
H 0.6772 -2.0427 7.1713
H -1.3843 -3.2791 -6.7044
O -4.2007 -0.9885 -4.5838
H -2.9753 2.9281 -1.4092
H -2.7883 -7.1287 0.8784
N -0.5098 2.7992 -4.6152
H -4.3203 1.6041 -2.7305
H -6.3036 -0.2384 -8.6954
C -4.0668 -2.4538 0.3214
H -0.5131 -4.6087 -3.2584
N -6.8691 1.2557 -3.4617
O 1.8173 -5.4281 3.7156
H 5.0848 -5.6030 1.5034
C -0.0733 5.8208 -0.0243
H 3.8000 -5.9982 4.0150
H -0.3056 6.9361 1.8139
H 4.9203 4.4276 -4.2097
O -2.1859 -1.7859 4.1846
H -4.6668 -2.5135 -0.5970
H 2.2021 -1.4216 -7.4628
H -2.6870 0.0775 -5.4973
H -4.5406 -3.0044 -4.5795
H 1.7384 -4.2405 1.4072
H -0.1716 3.7055 0.1764
H 2.2540 -0.4261 -3.3212
N 6.3415 -0.5409 -2.8147
H -5.9882 0.1383 -10.3488
H -0.4547 -0.7683 -2.5920
H 0.5984 0.3342 7.1820
H 0.3057 -0.4756 -0.4167
H -1.4907 -1.5729 2.5333
H 2.6191 -0.9864 5.8565
N -3.9922 6.1320 2.1214
H 1.1661 0.4652 1.7701
C -2.6318 0.8200 -7.4181
C 6.5005 1.8621 -3.3524
H 0.0998 0.4199 3.1669
H -2.9058 0.1411 4.3005
H 3.5176 -3.6228 3.0103
H -1.3297 -1.6610 -6.9583
H 3.0518 -6.5862 2.5691
C 2.2937 3.0655 -0.5863
N -0.9833 -1.4788 1.6301
H -3.8602 -4.9081 0.7897
N -2.0222 0.0842 -6.2656
O 0.0258 -3.7260 -4.9798
C -3.5406 4.7908 2.6442
C 1.3466 -6.3949 4.6196
C -3.2740 -0.8856 4.2788
H 0.0435 5.2996 2.1012
H -2.4405 4.8637 2.7164
N -0.9891 -2.5677 -7.3232
H 1.0984 1.7125 -6.6207
C -3.7066 -0.1065 -7.9716
H -4.6087 3.0674 -0.7087
H 3.4252 -0.1742 4.5306
H -1.1781 0.5318 -5.9103
O 0.2336 1.6303 8.8043
H -1.4951 -3.7680 1.9362
C -0.2199 -2.8376 5.3011
C 0.2331 -3.8926 -3.6078
H 3.1522 1.7496 6.7640
C 0.1562 0.7051 2.1125
H 5.2778 -1.2675 7.2780
H -1.8967 0.4163 1.5272
H 2.8665 -5.1834 0.4438
C -5.5017 -0.2505 -9.4538
H -6.1882 -1.3014 -4.1567
C 2.8006 -4.3551 1.1541
H 3.5418 5.5562 -3.9433
C -3.0281 -4.5651 0.1572
C -1.2588 -0.0754 -2.3107
H 1.1865 -4.4109 -3.4346
C 0.4014 4.4340 -0.4230
C -0.6227 0.7968 9.5613
C 1.2389 2.2715 5.2728
H 5.8941 1.1151 -1.4785
H 4.0746 0.6004 -3.8869
H -4.9824 3.7708 1.4425
H 0.7551 3.3569 7.0290
C 0.2973 6.1166 1.4086
H 6.1198 2.8296 -3.0079
H 0.3652 -6.1243 5.0130
H -3.9443 -1.0682 3.4395
C 0.7548 -2.6966 -5.5574
H 1.7374 1.3487 4.9575
H 1.3523 6.3254 1.5553
H -0.7183 1.5271 6.9807
O 3.1017 3.5634 -4.4523
C 4.6755 -0.3796 7.5351
H -3.8186 -1.3891 0.3756
C 1.3940 1.5433 -5.5756
C -5.3491 -0.6558 -3.8565
H 5.5358 -4.9597 2.9313
H 7.0611 -0.0930 9.5880
H -0.5923 -0.2288 9.1667
C 3.6281 -4.5220 2.3978
H -0.7778 3.2930 -5.4686
H 0.2560 2.2332 4.8020
H -1.6421 1.1784 9.6359
C 5.7593 0.8027 -2.5270
O -2.8806 -3.1615 0.2690
H -1.5841 -1.8718 0.8846
N 2.5547 2.3844 7.2903
H -4.6943 -2.6766 1.1926
H 1.3194 4.6800 -4.1319
H 0.1601 -2.9559 -3.0497
N -1.5208 5.9395 -0.2469
H -7.0513 2.2249 -3.7103
C -1.3348 -1.7833 5.3511
C -1.8313 -6.7502 0.5163
C 6.6373 1.1422 7.6000
O 4.2440 0.2462 6.3639
C -3.5500 2.8780 -0.4827
H -3.7799 6.8256 2.8302
H -1.0415 0.4618 -8.8414
C 1.1956 2.3771 6.7811
O -4.4088 0.5158 -9.0394
O -3.1015 3.7274 0.5217
H 3.8668 1.8222 -2.6828
C 2.3130 -0.2955 -2.2326
H 0.0194 1.7918 2.0991
H -0.3443 -3.4696 7.3367
C -4.1358 4.5848 4.0294
H 1.9594 -1.2350 -1.8048
H 0.8585 -3.6164 -7.4268
H -0.8538 1.9075 -7.8583
H -1.9903 -2.2333 6.1109
N -1.3691 -4.7809 1.9164
H 2.4799 1.5877 -5.7216
C -0.9056 -0.0205 1.3081
N 6.0477 -0.1792 9.5888
N 0.8604 -2.6496 4.3262
H 4.8872 1.3786 8.7921
C 0.9344 2.5837 -4.5718
H -0.7624 3.4463 -3.8675
H -0.3168 1.1643 -0.3906
C 1.7601 3.8431 -4.7098
H -1.7178 5.7631 -1.2318
H 1.1619 0.5138 -5.3018
H -5.2208 4.6891 3.9553
H 2.6498 2.2301 8.2828
H 6.3057 1.7224 -4.4132
H -0.7487 -3.7820 5.0847
C 3.9190 4.7071 -4.5232
H 0.4149 6.6032 -0.6130
H -0.3701 -4.8770 2.0566
H 1.7185 3.1503 4.8431
O 3.6662 -0.0825 -1.9284
H 3.0141 -3.4132 0.6444
H 7.5635 1.8192 -3.1274
H 0.4202 -2.4142 3.4384
H 1.1902 -1.6828 -8.8431
C 3.6022 -0.6735 5.4828
H -4.5282 2.7149 -3.9066
C 0.4570 -2.6640 -7.0552
H -4.3509 -0.5137 -7.1881
C -3.7248 -2.3005 -4.3446
H 4.2500 -1.5457 5.3299
H -2.8870 -2.4870 -5.0067
H 1.1060 -7.3057 4.0462
H 1.6941 2.2174 -0.2422
H -2.0329 5.1698 0.2234
C -5.6805 0.7957 -4.1627
H 2.3108 3.1805 -1.6828
H 3.8009 -0.7586 8.0930
H -3.4187 6.3285 1.2992
C -0.5857 0.1141 -0.1552
H 7.3998 0.4099 7.3212
H -3.1284 -0.9152 -8.4583
H -5.7596 0.8670 -5.2624
C -4.4480 1.6202 -3.8259
H -5.2034 -1.2889 -9.6537
H -1.0635 -7.1899 1.1635
H 3.3432 2.9742 -0.3132
H 1.2949 -3.5792 6.5640
O 1.7517 4.2808 -0.0808
H 1.1918 2.1225 -3.6085
H 7.1271 1.8978 8.2217
H 1.8440 -2.7851 -5.4080
H -3.7139 5.1943 4.8219
H 1.6336 4.2737 -5.7297
H 1.3352 -3.5504 4.2349
C 5.4810 0.5434 8.4137
C -3.9131 3.6992 1.6870
H -1.5398 -7.1814 -0.4459
H 6.2926 1.6272 6.6860
C 4.2862 0.8130 -2.8259
C -1.5900 1.2933 -8.3899
H -0.9382 -4.8827 -0.0907
H -0.8969 0.9593 -2.4049
C 0.3928 -2.9826 6.6949
H 1.6897 0.5122 -1.8404
H -3.1417 1.6756 -6.9310
```

Atomic partial charges in e from the Löwdin method, atoms 1 to 4:
1 H 0.135
2 H 0.070
3 C -0.226
4 N 0.042



Q: max |F| of number 2 (C3H11NO)?
A: 4.2 eV/A